The following is a quantum chemistry calculation of a structure of composition C41H45GeN3NiO3SeSi in a non-equilibrium geometry, from the OMol25 dataset.

Structure (XYZ):
```
96
C41H45GeN3NiO3SeSi (the ωB97M-V functional and the def2-TZVPD basis)
Ni -0.664 -0.785 -0.751
C -1.736 -4.087 -3.500
Si -1.907 -3.516 -1.691
C -0.225 -3.752 -0.803
C -3.304 -4.537 -0.845
N -2.191 -1.805 -1.541
C -3.185 -1.096 -2.099
C -4.334 -1.672 -2.678
C -5.372 -0.900 -3.147
C -5.325 0.483 -3.044
C -4.204 1.094 -2.500
C -3.134 0.331 -2.070
O -1.998 0.859 -1.500
C -1.806 2.228 -1.530
C -1.741 2.923 -2.731
C -1.549 4.293 -2.715
C -1.414 4.965 -1.510
C -1.443 4.260 -0.319
C -1.639 2.892 -0.322
H -1.514 -5.147 -3.555
H -0.926 -3.552 -3.985
H -2.639 -3.906 -4.071
H -0.220 -4.522 -0.038
H 0.089 -2.799 -0.331
H 0.537 -4.017 -1.531
H -2.902 -5.360 -0.264
H -3.954 -4.969 -1.597
H -3.916 -3.928 -0.187
H -4.393 -2.747 -2.729
H -6.238 -1.375 -3.584
H -6.149 1.093 -3.382
H -4.168 2.169 -2.402
H -1.837 2.382 -3.661
H -1.510 4.838 -3.646
H -1.283 6.036 -1.496
H -1.324 4.781 0.618
H -1.652 2.331 0.601
O 1.289 0.056 -0.609
C 1.575 -0.545 -1.685
O 0.691 -1.118 -2.356
C 3.006 -0.572 -2.168
C 3.996 -0.605 -1.018
Ge 3.558 0.600 0.547
C 2.423 -0.157 1.994
C 1.519 0.634 2.686
C 0.769 0.112 3.726
C 0.907 -1.218 4.083
C 1.802 -2.018 3.396
C 2.559 -1.486 2.368
C 3.130 2.487 0.063
C 2.954 2.900 -1.250
C 2.671 4.218 -1.558
C 2.544 5.153 -0.549
C 2.732 4.762 0.765
C 3.035 3.445 1.065
C 5.330 0.759 1.495
C 6.451 1.279 0.863
C 7.652 1.425 1.534
C 7.756 1.052 2.863
C 6.652 0.522 3.505
C 5.457 0.381 2.825
H 3.166 0.323 -2.772
H 3.122 -1.426 -2.839
H 4.984 -0.313 -1.376
H 4.091 -1.626 -0.643
H 1.402 1.672 2.407
H 0.065 0.742 4.251
H 0.317 -1.630 4.889
H 1.920 -3.058 3.670
H 3.274 -2.112 1.849
H 3.039 2.182 -2.051
H 2.549 4.513 -2.591
H 2.310 6.181 -0.786
H 2.643 5.488 1.559
H 3.215 3.156 2.092
H 6.383 1.584 -0.175
H 8.511 1.835 1.024
H 8.692 1.170 3.392
H 6.721 0.223 4.541
H 4.598 -0.031 3.340
C -4.555 0.714 1.083
N -4.336 -0.647 1.477
C -5.305 -1.567 1.766
C -4.681 -2.719 2.113
N -3.336 -2.495 2.034
C -2.265 -3.401 2.327
C -3.121 -1.224 1.624
Se -1.464 -0.427 1.502
H -5.623 0.917 1.083
H -4.163 0.886 0.081
H -4.050 1.394 1.772
H -6.348 -1.327 1.710
H -5.094 -3.663 2.406
H -2.656 -4.379 2.595
H -1.668 -2.999 3.147
H -1.625 -3.485 1.448
```

F_max = 2.2 eV Å⁻¹
HOMO level (alpha / beta) = -6.8 / -6.8 eV
Kohn-Sham gap (alpha / beta) = 0.242 / 0.242 Eh
Total charge = 0

Here are the Löwdin charges for atoms 1 to 4, given in e: number 1, Ni, carries 0.3227; number 2, C, carries -0.1629; number 3, Si, carries 0.4797; number 4, C, carries -0.1654

***

The following is a quantum chemistry calculation of a structure of composition C41H45N3O8W in a non-equilibrium geometry, from the OMol25 dataset.

Structure (XYZ):
```
98
C41H45N3O8W (the ωB97M-V functional and the def2-TZVPD basis)
W -1.041 0.110 -0.241
C -1.634 -3.418 -3.912
C -1.946 -2.205 -3.028
C -3.449 -2.108 -2.751
C -1.389 -0.938 -3.657
C -1.918 -0.509 -4.870
C -1.451 0.632 -5.498
C -0.415 1.354 -4.929
C 0.154 0.959 -3.725
C 1.352 1.725 -3.176
C 1.230 3.242 -3.344
C 2.639 1.223 -3.841
C -0.360 -0.181 -3.077
N 0.120 -0.501 -1.750
C 1.209 -1.309 -1.544
O 1.879 -1.845 -2.390
C 1.444 -1.446 -0.062
C 2.355 -2.277 0.532
C 2.356 -2.384 1.916
C 1.444 -1.653 2.654
C 0.554 -0.842 1.989
N 0.574 -0.743 0.662
C -0.435 0.096 2.629
O -0.550 0.203 3.829
N -1.099 0.828 1.674
C -1.563 2.154 2.002
C -2.926 2.465 1.903
C -3.323 3.780 2.126
C -2.404 4.760 2.466
C -1.062 4.434 2.560
C -0.616 3.140 2.307
C 0.878 2.853 2.356
C 1.394 2.854 3.801
C 1.676 3.842 1.494
C -3.955 1.382 1.617
C -4.221 0.577 2.894
C -5.256 1.910 1.024
H -1.953 -4.341 -3.416
H -0.560 -3.489 -4.107
H -2.153 -3.349 -4.874
H -1.436 -2.368 -2.088
H -4.007 -1.959 -3.681
H -3.684 -1.284 -2.083
H -3.806 -3.035 -2.292
H -2.713 -1.086 -5.333
H -1.889 0.955 -6.437
H -0.037 2.237 -5.436
H 1.417 1.518 -2.117
H 1.347 3.540 -4.392
H 2.012 3.745 -2.770
H 0.262 3.604 -2.996
H 2.593 1.385 -4.923
H 2.786 0.157 -3.663
H 3.508 1.766 -3.450
H 3.032 -2.842 -0.096
H 3.062 -3.040 2.414
H 1.400 -1.697 3.735
H -4.370 4.045 2.033
H -2.733 5.777 2.649
H -0.345 5.203 2.828
H 1.046 1.868 1.929
H 1.262 3.847 4.245
H 2.462 2.607 3.830
H 0.852 2.132 4.414
H 1.677 4.845 1.931
H 1.259 3.904 0.485
H 2.718 3.517 1.414
H -3.544 0.696 0.899
H -4.737 1.199 3.633
H -3.289 0.226 3.342
H -4.849 -0.292 2.673
H -5.817 2.514 1.742
H -5.891 1.069 0.738
H -5.074 2.516 0.129
C -3.123 -3.345 1.380
C -2.104 -2.522 0.650
O -1.058 -3.011 0.263
O -2.432 -1.250 0.451
H -2.919 -4.399 1.219
H -4.130 -3.088 1.047
H -3.057 -3.123 2.449
O -2.526 0.968 -1.339
C -1.922 2.095 -1.318
O -0.775 2.059 -0.769
C -2.531 3.320 -1.812
C -1.940 4.532 -1.517
C -2.498 5.728 -1.967
C -3.644 5.622 -2.712
O -4.364 6.622 -3.255
C -5.428 6.005 -4.007
O -5.369 4.600 -3.733
C -4.238 4.404 -2.996
C -3.711 3.227 -2.558
H -1.044 4.537 -0.904
H -2.055 6.691 -1.745
H -5.274 6.184 -5.067
H -6.381 6.404 -3.680
H -4.158 2.263 -2.779
```

F_max = 2.3 eV Å⁻¹
HOMO level (alpha / beta) = -7.4 / -8.6 eV
2S+1 = 3
Kohn-Sham gap (alpha / beta) = 0.252 / 0.284 Eh
Total charge = 0

Here are the Löwdin charges for atoms 1 to 4, given in e: number 1, W, carries 1.8212; number 2, C, carries -0.0492; number 3, C, carries -0.3715; number 4, C, carries -0.0527

***

The following is a quantum chemistry calculation of a structure of composition C41H45NO3S3Si2W in a non-equilibrium geometry, from the OMol25 dataset.

Structure (XYZ):
```
96
C41H45NO3S3Si2W (the ωB97M-V functional and the def2-TZVPD basis)
W 0.187 -0.062 -0.481
C -3.995 -2.361 6.500
C -3.336 -1.600 5.376
C -2.082 -1.020 5.537
C -1.500 -0.282 4.513
C -2.189 -0.135 3.321
C -3.430 -0.730 3.111
C -3.988 -1.458 4.139
S -1.417 0.859 2.077
O -1.232 -0.277 1.003
C -2.858 1.986 1.814
C -2.976 2.572 3.113
C -4.150 3.037 3.594
C -5.328 2.769 2.857
C -6.615 2.955 3.422
C -7.736 2.646 2.711
C -7.615 2.132 1.399
C -6.388 1.990 0.817
C -5.198 2.316 1.526
C -3.895 2.144 0.884
C -3.984 2.442 -0.618
C -4.914 3.522 -0.920
C -5.223 4.522 0.046
C -6.148 5.487 -0.211
C -6.850 5.508 -1.442
C -6.526 4.617 -2.417
C -5.524 3.637 -2.197
C -5.088 2.812 -3.258
C -4.003 2.024 -3.065
C -3.457 1.857 -1.762
S -1.896 1.100 -1.917
O -1.073 1.579 -0.667
C -2.261 -0.627 -1.690
C -3.320 -1.057 -0.881
C -3.719 -2.364 -0.961
C -3.113 -3.263 -1.862
C -3.549 -4.697 -1.923
C -2.094 -2.805 -2.691
C -1.668 -1.495 -2.617
H -3.362 -2.400 7.386
H -4.221 -3.386 6.195
H -4.940 -1.890 6.776
H -1.551 -1.142 6.476
H -0.521 0.173 4.651
H -3.953 -0.624 2.165
H -4.958 -1.925 3.992
H -2.087 2.614 3.742
H -4.202 3.529 4.561
H -6.688 3.327 4.440
H -8.719 2.781 3.151
H -8.505 1.849 0.847
H -6.323 1.594 -0.190
H -4.683 4.543 0.986
H -6.343 6.252 0.533
H -7.615 6.255 -1.615
H -7.008 4.660 -3.390
H -5.563 2.880 -4.232
H -3.546 1.501 -3.902
H -3.826 -0.363 -0.222
H -4.532 -2.711 -0.333
H -4.538 -4.840 -1.487
H -2.840 -5.312 -1.356
H -3.556 -5.067 -2.949
H -1.642 -3.479 -3.412
H -0.923 -1.128 -3.310
C 3.721 2.870 -1.060
Si 1.979 2.286 -0.894
C 1.582 1.171 -2.433
C 0.856 3.760 -0.926
C 1.637 1.098 0.527
Si 3.110 0.066 1.200
C 2.378 -1.209 2.359
C 4.294 1.116 2.135
C 3.982 -0.718 -0.249
H 3.789 3.545 -1.924
H 4.442 2.057 -1.198
H 4.015 3.439 -0.166
H 0.797 1.593 -3.054
H 1.359 0.101 -2.283
H 2.498 1.104 -3.022
H 1.452 4.664 -1.111
H 0.336 3.895 0.031
H 0.098 3.693 -1.709
H 1.181 1.626 1.376
H 2.590 -0.947 3.404
H 2.821 -2.198 2.182
H 1.300 -1.300 2.255
H 3.790 1.725 2.896
H 4.850 1.789 1.470
H 5.022 0.472 2.647
H 3.300 -1.183 -0.953
H 4.672 -1.501 0.101
H 4.588 0.019 -0.791
O -0.693 -3.797 -0.015
S 0.682 -3.328 -0.112
N 0.782 -1.794 -0.409
```

F_max = 1.9 eV Å⁻¹
HOMO level (alpha / beta) = -12.9 / -12.9 eV
2S+1 = 3
Kohn-Sham gap (alpha / beta) = 0.246 / 0.235 Eh
Total charge = +2

Here are the Löwdin charges for atoms 1 to 4, given in e: number 1, W, carries 1.4312; number 2, C, carries -0.0280; number 3, C, carries -0.2337; number 4, C, carries -0.0111

***

The following is a quantum chemistry calculation of a structure of composition C41H46AsBr4ClLuN2O3PS in a non-equilibrium geometry, from the OMol25 dataset.

Structure (XYZ):
```
101
C41H46AsBr4ClLuN2O3PS (the ωB97M-V functional and the def2-TZVPD basis)
Lu 0.810 0.252 0.993
Br 0.204 4.172 6.575
C 0.863 3.018 5.232
C 2.176 2.567 5.267
Br 3.344 3.124 6.642
C 2.627 1.703 4.270
Br 4.418 1.111 4.198
C 1.779 1.232 3.273
O 2.186 0.371 2.338
C 0.433 1.688 3.227
O -0.376 1.221 2.258
C 0.022 2.594 4.199
Br -1.726 3.295 4.044
Cl 2.742 -0.798 -0.406
C 2.310 -1.395 -1.987
C 3.343 -1.824 -2.804
C 3.050 -2.421 -4.017
C 1.728 -2.611 -4.394
C 0.705 -2.152 -3.582
C 0.973 -1.500 -2.375
P -0.404 -0.834 -1.346
C -1.138 0.506 -2.354
C -1.129 0.590 -3.743
C -1.765 1.646 -4.382
C -2.436 2.611 -3.645
C -2.439 2.543 -2.258
C -1.780 1.505 -1.618
C -1.618 -2.189 -1.581
C -1.263 -3.461 -1.126
C -2.110 -4.537 -1.328
C -3.321 -4.356 -1.985
C -3.687 -3.092 -2.422
C -2.843 -2.008 -2.218
H 4.368 -1.702 -2.479
H 3.855 -2.766 -4.652
H 1.491 -3.128 -5.314
H -0.324 -2.318 -3.873
H -0.620 -0.157 -4.336
H -1.735 1.712 -5.462
H -2.941 3.421 -4.153
H -2.936 3.313 -1.681
H -1.714 1.482 -0.534
H -0.313 -3.605 -0.629
H -1.821 -5.521 -0.981
H -3.970 -5.202 -2.168
H -4.628 -2.952 -2.938
H -3.137 -1.027 -2.573
C -0.504 -1.069 4.990
As -0.488 -2.537 3.733
C -2.223 -3.408 3.743
C 0.712 -3.868 4.456
S 0.108 -2.142 1.748
H -1.042 -1.396 5.880
H -0.984 -0.194 4.556
H 0.525 -0.823 5.249
H -2.203 -4.209 4.481
H -2.395 -3.823 2.753
H -3.006 -2.696 3.982
H 0.377 -4.169 5.447
H 1.721 -3.465 4.513
H 0.708 -4.727 3.788
C 7.052 1.878 -3.132
C 5.625 2.034 -2.713
C 5.289 2.338 -1.398
C 3.974 2.421 -0.976
C 3.717 2.844 0.438
C 2.937 2.176 -1.921
C 1.553 2.119 -1.571
O 1.056 1.852 -0.455
C 3.271 1.955 -3.288
C 2.215 1.761 -4.343
C 4.598 1.871 -3.646
H 7.733 2.322 -2.409
H 7.227 2.322 -4.111
H 7.294 0.815 -3.211
H 6.082 2.532 -0.685
H 4.552 3.438 0.806
H 3.636 1.979 1.097
H 2.806 3.432 0.537
H 0.844 2.308 -2.385
H 1.573 0.908 -4.122
H 2.682 1.590 -5.311
H 1.584 2.649 -4.431
H 4.849 1.683 -4.684
N -5.508 0.941 1.561
C -4.527 1.492 2.554
C -3.822 0.313 3.221
N -3.128 -0.542 2.273
C -4.025 -1.005 1.226
C -4.799 0.118 0.529
H -6.041 1.690 1.122
H -6.172 0.347 2.063
H -5.042 2.115 3.285
H -3.808 2.114 2.022
H -4.566 -0.286 3.761
H -3.115 0.705 3.949
H -2.310 -0.063 1.900
H -4.740 -1.706 1.671
H -3.459 -1.556 0.473
H -5.526 -0.283 -0.177
H -4.121 0.779 -0.009
```

F_max = 3.2 eV Å⁻¹
HOMO level = -11.8 eV
Kohn-Sham gap = 0.247 Eh
Total charge = +2

Here are the Löwdin charges for atoms 1 to 4, given in e: number 1, Lu, carries 1.1121; number 2, Br, carries 0.7478; number 3, C, carries -0.7498; number 4, C, carries -0.7488

***

The following is a quantum chemistry calculation of a structure of composition C41H46AsNO7W, from the OMol25 dataset.

Structure (XYZ):
```
97
C41H46AsNO7W (the ωB97M-V functional and the def2-TZVPD basis)
W 0.778 0.701 -1.467
C 3.475 1.738 -2.381
C 2.965 1.211 -3.706
O 1.563 0.855 -3.522
C 1.112 -0.163 -4.461
C -0.301 -0.511 -4.084
O -0.368 -0.728 -2.626
C -0.369 -2.143 -2.225
C 0.632 -2.293 -1.101
O 1.647 -1.295 -1.398
C 2.842 -1.374 -0.573
C 3.763 -0.347 -1.161
O 2.988 0.884 -1.301
H 3.106 2.734 -2.161
H 4.565 1.763 -2.360
H 3.500 0.320 -4.037
H 3.046 1.973 -4.482
H 1.790 -1.017 -4.387
H 1.142 0.239 -5.475
H -0.634 -1.416 -4.589
H -0.992 0.293 -4.310
H -0.082 -2.730 -3.094
H -1.377 -2.410 -1.914
H 1.089 -3.282 -1.111
H 0.207 -2.088 -0.118
H 3.264 -2.376 -0.650
H 2.564 -1.161 0.460
H 4.108 -0.664 -2.144
H 4.625 -0.152 -0.523
C -2.883 3.025 -6.401
C -3.761 2.366 -5.553
C -3.363 2.018 -4.267
C -2.071 2.331 -3.856
C -1.183 2.998 -4.702
C -1.596 3.347 -5.977
As -1.555 1.983 -2.046
C -1.683 3.595 -1.040
C -1.055 4.813 -1.266
C -1.264 5.846 -0.358
C -2.092 5.644 0.740
C -2.743 4.430 0.939
C -2.549 3.386 0.041
C -3.251 2.077 0.054
C -4.227 1.690 0.963
C -4.894 0.483 0.789
C -4.607 -0.350 -0.287
C -3.619 0.010 -1.196
C -2.949 1.209 -1.009
H -3.203 3.301 -7.397
H -4.764 2.132 -5.885
H -4.060 1.526 -3.600
H -0.182 3.258 -4.369
H -0.927 3.879 -6.640
H -0.466 4.989 -2.163
H -0.809 6.814 -0.521
H -2.260 6.455 1.436
H -3.416 4.321 1.779
H -4.499 2.333 1.789
H -5.674 0.203 1.486
H -5.168 -1.264 -0.428
H -3.408 -0.624 -2.049
C 5.535 0.106 6.666
O 4.590 -0.173 5.607
C 4.060 -1.404 5.537
C 4.291 -2.448 6.429
C 3.696 -3.676 6.203
C 2.882 -3.903 5.090
C 2.639 -2.877 4.206
C 3.203 -1.625 4.448
N 3.094 -0.528 3.551
C 2.158 -0.108 2.756
C 0.770 -0.501 2.667
C 0.101 -1.056 3.776
C -1.255 -1.292 3.760
C -1.987 -0.983 2.619
C -1.366 -0.414 1.519
C -0.002 -0.158 1.531
O 0.553 0.452 0.444
H 6.386 -0.570 6.600
H 5.043 0.018 7.634
H 5.857 1.129 6.509
H 4.930 -2.307 7.288
H 3.880 -4.482 6.901
H 2.458 -4.882 4.921
H 2.025 -3.042 3.330
H 3.931 0.054 3.597
H 2.484 0.697 2.106
H 0.658 -1.275 4.675
H -1.743 -1.706 4.631
H -3.053 -1.169 2.592
H -1.942 -0.131 0.647
C 1.166 3.259 0.573
O 1.145 2.711 -0.804
H 0.150 3.508 0.866
H 1.804 4.138 0.550
H 1.571 2.489 1.210
H 0.704 3.403 -1.332
```

F_max = 0.6 eV Å⁻¹
HOMO level (alpha / beta) = -17.2 / -17.2 eV
2S+1 = 3
Kohn-Sham gap (alpha / beta) = 0.213 / 0.209 Eh
Total charge = +4

Here are the Löwdin charges for atoms 1 to 4, given in e: number 1, W, carries 1.7484; number 2, C, carries -0.0891; number 3, C, carries -0.0844; number 4, O, carries -0.2911

***

Number 1: electronic energy -224645.15053 eV. Number 2: electronic energy -65928.31645 eV. Number 3: electronic energy -100950.88389 eV. Number 4: electronic energy -459653.49877 eV. Number 5: electronic energy -121710.91933 eV.